Record 1
C35H61F4N3O28S5 | ωB97M-V/def2-TZVPD

Summary:
SMILES	O=C1OC[C@@H](F)O1.O=C1OC[C@@H](F)O1.O=C1OC[C@@H](F)O1.O=C1OC[C@@H](F)O1.C[N+](=O)[O-].C[N+](=O)[O-].C[N+](=O)[O-].O=S1(=O)CCCC1.O=S1(=O)CCCC1.O=S1(=O)CCCC1.O=S1(=O)CCCC1.O=S1(=O)CCCC1
DFT total energy	-6031.3034	Ha
HOMO energy	-0.3567	Ha

Last column: Mulliken charge in e.
Geometry (Å):
O  2.52754  -0.05431  3.51670  -0.388
C  2.59057  -1.13228  4.00847  0.432
O  1.73176  -2.17418  3.84800  -0.013
C  2.06960  -3.19122  4.79454  -0.180
C  3.53705  -2.90973  5.01410  0.185
F  4.26134  -3.44789  3.98311  -0.253
O  3.58309  -1.55548  4.88454  -0.380
H  1.47858  -3.15408  5.70948  0.304
H  1.92796  -4.16537  4.32766  0.061
H  3.84353  -3.22973  6.00898  0.354
O  0.76357  2.78903  -0.84558  -0.145
C  0.59189  1.65342  -0.47100  -0.120
O  0.17839  0.60978  -1.20326  -0.463
C  -0.44063  -0.33303  -0.32214  1.957
C  0.24027  -0.05399  1.00699  0.093
F  1.33452  -0.82013  1.14221  0.017
O  0.65711  1.27615  0.82523  0.003
H  -1.49383  -0.10754  -0.15185  -0.607
H  -0.33924  -1.39972  -0.50751  -0.680
H  -0.38300  -0.15996  1.89095  -0.002
O  -3.49733  2.31870  0.29507  -0.518
C  -3.29966  1.98351  1.44656  0.296
O  -2.16637  1.42105  1.94089  0.435
C  -2.45771  0.98434  3.22933  0.081
C  -3.57747  1.88556  3.68694  0.193
F  -3.01269  3.02115  4.14648  -0.272
O  -4.16537  2.23750  2.44456  -0.334
H  -2.63781  -0.08796  3.15128  -0.431
H  -1.58584  1.08133  3.87752  0.329
H  -4.28113  1.57835  4.45839  0.350
O  7.61306  -2.23746  -1.20320  -0.537
C  6.47821  -2.39764  -0.84803  0.452
O  5.76648  -3.49110  -1.12312  -0.415
C  4.38781  -3.30064  -0.83398  0.233
C  4.39874  -2.02606  0.03252  0.898
F  4.08099  -2.27817  1.31571  -0.323
O  5.73975  -1.56207  -0.03539  -0.379
H  3.79571  -3.24688  -1.74362  0.044
H  4.07574  -4.15733  -0.23978  0.051
H  3.79243  -1.16567  -0.25553  -0.046
C  1.76960  -1.95072  -2.96057  -0.304
N  1.39202  -3.34933  -3.37829  1.069
O  0.24276  -3.71604  -3.16085  -0.543
O  2.22736  -4.03467  -3.94286  -0.613
H  0.84550  -1.39494  -3.11447  -0.147
H  2.48906  -1.66013  -3.72287  0.520
H  2.07521  -1.90120  -1.92045  -0.016
C  3.87317  1.79675  1.39577  0.348
N  4.65423  2.27106  0.22832  1.076
O  5.50043  1.49495  -0.22863  -0.606
O  4.38925  3.35826  -0.28064  -0.560
H  3.38184  2.66172  1.83937  -0.254
H  4.50408  1.42416  2.19881  0.534
H  3.06806  1.13404  1.09024  -0.606
C  2.25269  3.42894  -3.62920  -0.250
N  2.60524  4.01547  -4.92940  1.013
O  3.73454  4.28212  -5.21000  -0.577
O  1.64660  4.10934  -5.69402  -0.597
H  1.55560  4.06854  -3.09028  -0.027
H  3.10888  3.21958  -2.99034  0.263
H  1.74379  2.48359  -3.81118  0.163
O  -4.70270  -1.48037  2.06513  -0.805
S  -3.63837  -2.46281  1.86316  1.138
O  -2.31249  -2.00623  1.49949  -0.151
C  -3.60874  -3.62718  3.34655  -1.054
C  -3.70689  -5.05001  2.81892  -0.900
C  -3.36214  -5.07220  1.30691  0.015
C  -4.04583  -3.89886  0.69328  -0.336
H  -4.45336  -3.29464  3.94585  0.611
H  -2.66021  -3.43800  3.84896  0.215
H  -3.04721  -5.79657  3.26094  0.453
H  -4.72512  -5.42097  2.94232  0.353
H  -3.59237  -6.03025  0.84262  0.643
H  -2.28207  -4.94109  1.23884  -0.436
H  -5.13665  -3.91227  0.73767  0.594
H  -3.76279  -3.60001  -0.31393  -0.498
O  -0.06501  6.24225  -2.41234  -0.628
S  -1.47069  6.03092  -2.63327  1.095
O  -2.45196  6.62838  -1.71513  -0.699
C  -1.88495  6.24584  -4.40138  -0.821
C  -3.10725  5.36729  -4.71159  -0.752
C  -2.79378  4.02073  -4.02881  -0.485
C  -1.88305  4.22653  -2.75450  0.189
H  -0.99527  5.90247  -4.93243  0.291
H  -1.99497  7.31647  -4.57579  0.531
H  -3.92042  5.92493  -4.23862  0.327
H  -3.39869  5.36923  -5.76050  0.405
H  -2.14432  3.52218  -4.74803  0.266
H  -3.68343  3.42538  -3.83520  0.186
H  -0.91562  3.74876  -2.89103  -0.136
H  -2.36396  4.10388  -1.78493  0.195
O  2.59958  4.11715  3.85147  -0.576
S  2.28857  5.41343  3.27050  1.007
O  2.35901  6.61713  4.08983  -0.678
C  3.07496  5.78333  1.68119  -0.849
C  2.02408  5.85938  0.60025  0.120
C  0.63219  6.19002  1.18894  -0.501
C  0.55998  5.38418  2.51103  -0.392
H  3.92011  5.12572  1.48149  0.384
H  3.51450  6.77829  1.76680  0.457
H  2.30794  6.54832  -0.19421  0.557
H  1.92850  4.88754  0.11162  -0.413
H  -0.14211  5.86575  0.49593  0.043
H  0.51199  7.26169  1.35056  0.373
H  0.30473  4.39453  2.12916  -0.070
H  -0.10787  5.71220  3.30465  0.560
O  -0.95157  -3.83164  -0.48205  -0.405
S  0.34450  -4.21871  0.12137  0.329
O  1.58039  -3.52991  -0.19591  0.135
C  0.21191  -4.33454  1.94970  -0.112
C  0.21523  -5.87067  2.25660  -0.192
C  0.95314  -6.62587  1.13197  -0.815
C  0.56063  -5.99913  -0.16042  -1.089
H  -0.66013  -3.77322  2.27859  -0.268
H  1.12941  -3.85153  2.28161  0.250
H  0.58157  -6.10663  3.25598  0.441
H  -0.81786  -6.21980  2.31112  -0.009
H  0.63195  -7.66677  1.16812  0.454
H  2.03708  -6.61771  1.25128  0.241
H  -0.37073  -6.42286  -0.53885  0.374
H  1.23870  -6.13211  -1.00405  0.625
O  -3.88656  0.24915  -5.10430  -0.739
S  -3.01406  0.20437  -3.94132  1.064
O  -1.81194  1.00745  -3.91085  -0.442
C  -3.84122  0.21545  -2.27220  -0.224
C  -4.24205  -1.29329  -2.00555  -0.801
C  -2.97930  -2.02038  -2.41535  0.113
C  -2.61164  -1.57181  -3.82737  -1.140
H  -4.60571  0.98947  -2.28454  0.686
H  -3.07780  0.39385  -1.51714  -0.338
H  -4.46631  -1.52366  -0.96485  0.282
H  -5.08164  -1.59213  -2.63433  0.458
H  -3.06733  -3.09681  -2.27406  0.895
H  -2.13858  -1.65676  -1.82317  -0.534
H  -3.09688  -2.07911  -4.66368  0.407
H  -1.59659  -1.74889  -4.18943  0.356


Record 2
C4H7ClOS | ωB97M-V/def2-TZVPD

Summary:
SMILES	ClSC1CC1.C=O
DFT total energy	-1090.1311	Ha
relative energy (zero: lowest compared OMol25 entry of this formula, charge and spin)	2.581	eV
HOMO energy	-0.3321	Ha

Last column: Mulliken charge in e.
Geometry (Å):
Cl  0.97868  3.67516  -0.82184  -0.195
S  0.11636  1.88833  -1.33839  -0.042
C  1.40370  0.66967  -1.19035  -0.161
C  1.68836  0.12395  0.19245  -0.399
C  0.93117  -0.62859  -0.76787  -0.465
H  2.12157  0.77238  -1.88504  0.498
H  1.38207  0.59733  1.05291  0.255
H  2.79476  -0.17531  0.38006  0.183
H  1.30303  -1.52501  -1.24355  0.230
H  -0.17226  -0.81632  -0.64664  0.121
C  -2.29598  0.93898  0.41937  -0.023
O  -2.58446  -0.22903  0.13398  -0.460
H  -2.29355  1.42531  1.37898  0.253
H  -1.95244  1.59619  -0.33129  0.204


Record 3
C5H10O | ωB97M-V/def2-TZVPD

Summary:
DFT total energy	-271.5919	Ha
relative energy (zero: lowest compared OMol25 entry of this formula, charge and spin)	4.373	eV
HOMO energy	-0.3160	Ha

Last column: Mulliken charge in e.
Geometry (Å):
C  1.99242  0.37040  0.54547  -1.054
C  -0.43868  -0.88725  -0.50144  -0.413
C  -0.72294  -1.66411  0.72895  -0.936
C  -1.19160  0.39307  -0.53670  -0.261
C  -0.55568  1.46637  -1.38081  -0.085
O  -0.19959  1.41783  -2.52314  -0.436
H  2.65847  -0.28684  1.10936  0.314
H  1.28601  0.84208  1.23643  0.257
H  2.56875  1.14042  0.02881  0.308
H  1.46730  -0.23018  -0.21859  0.276
H  -1.50978  -2.36633  0.40084  0.369
H  0.12364  -2.29964  1.00893  0.329
H  -1.10510  -1.11938  1.60790  0.312
H  -2.09641  0.07799  -1.08736  0.323
H  -1.52221  0.81845  0.43006  0.343
H  -0.39137  2.42791  -0.88623  0.356


Record 4
C4H8NO2Si | ωB97M-V/def2-TZVPD

Summary:
SMILES	O=C([O-])[Si@@H]1CCCN1
charge	-1
DFT total energy	-651.9905	Ha
relative energy (zero: lowest compared OMol25 entry of this formula, charge and spin)	0.264	eV
HOMO energy	-0.1270	Ha

Last column: Mulliken charge in e.
Geometry (Å):
O  -1.80937  0.16098  -4.04699  -0.623
C  -0.83271  -0.33215  -3.45897  0.360
O  -0.11857  -1.27249  -3.84539  -0.670
Si  -0.95743  0.16378  -1.53197  0.215
C  0.12146  1.27422  -0.32242  -0.888
C  0.70543  0.28455  0.67763  -0.514
C  -0.07529  -1.07937  0.71892  -0.577
N  -0.61114  -1.28875  -0.63602  -0.309
H  -2.27290  0.77059  -1.41711  -0.177
H  -0.54635  2.02170  0.10876  0.297
H  0.96432  1.81895  -0.60953  0.407
H  0.61546  0.65739  1.67380  0.359
H  1.73976  0.04000  0.44549  0.287
H  0.63022  -2.02808  0.79563  0.261
H  -0.81308  -1.02478  1.40213  0.262
H  -0.08093  -2.08307  -1.08768  0.309


Record 5
C2H6N2O | ωB97M-V/def2-TZVPD

Summary:
SMILES	N=C=N.CO
DFT total energy	-264.4065	Ha
relative energy (zero: lowest compared OMol25 entry of this formula, charge and spin)	4.920	eV
HOMO energy	-0.3377	Ha

Last column: Mulliken charge in e.
Geometry (Å):
N  -1.66788  0.89358  -0.01603  -0.582
C  -1.13358  -0.25333  -0.23839  0.463
N  -1.09674  -1.47464  -0.28131  -0.529
H  -2.68453  0.94866  0.00563  0.215
H  -0.26127  -1.94967  -0.59345  0.311
C  1.01984  0.46898  -0.04515  -0.784
O  1.62435  -0.76587  0.26939  -0.506
H  -0.14627  1.07329  0.14261  0.447
H  1.37491  0.71955  -1.04547  0.333
H  1.42158  1.28266  0.58897  0.330
H  1.54961  -0.94321  1.21320  0.303


Record 6
C18H17N4O7 | ωB97M-V/def2-TZVPD

Summary:
SMILES	COc1ccc([C@H](c2c([O-])n(C)c(=O)n(C)c2=O)C2C(=O)NC(=O)NC2=O)cc1
charge	-1
DFT total energy	-1441.9827	Ha
relative energy (zero: lowest compared OMol25 entry of this formula, charge and spin)	0.917	eV
HOMO energy	-0.1456	Ha

Last column: Mulliken charge in e.
Geometry (Å):
C  -0.20512  2.14253  5.88040  -0.763
O  -0.12211  3.05659  4.73582  -0.481
C  0.01965  2.47304  3.50773  0.939
C  0.15970  3.29919  2.35644  -0.883
C  0.28204  2.71256  1.09679  -0.353
C  0.20444  1.31013  0.92793  -0.504
C  0.47740  0.61550  -0.44831  0.216
C  -0.74193  0.28851  -1.26484  -0.321
C  -1.90413  -0.20960  -0.58933  1.151
O  -2.20746  -0.08999  0.60172  -0.771
N  -2.81365  -0.96105  -1.40149  0.008
C  -3.82568  -1.77666  -0.72219  -1.131
C  -2.58054  -1.32040  -2.74279  0.666
O  -3.24859  -2.16896  -3.33091  -0.700
N  -1.54933  -0.60901  -3.39326  0.040
C  -1.34104  -0.82520  -4.79767  -1.128
C  -0.58114  0.12927  -2.71226  -0.245
O  0.35866  0.67542  -3.29822  -0.749
C  1.38491  -0.77216  -0.34593  0.398
C  1.75019  -1.44439  -1.67442  0.089
O  0.95003  -1.67162  -2.56427  -0.559
N  3.07278  -1.82801  -2.00315  -0.073
C  4.22747  -1.74959  -1.17504  0.199
O  5.32660  -2.16165  -1.42087  -0.608
N  3.91596  -1.10229  0.05628  -0.117
C  2.65501  -0.70441  0.51481  -0.040
O  2.57928  -0.24056  1.64747  -0.592
C  0.08165  0.52971  2.06629  -0.234
C  0.03958  1.07176  3.34212  -0.324
H  -0.35332  2.75843  6.77103  0.237
H  -1.05325  1.45168  5.75255  0.300
H  0.72824  1.56416  5.97255  0.306
H  0.19121  4.39033  2.46335  0.359
H  0.41237  3.33799  0.20364  0.417
H  1.09825  1.27037  -1.08456  0.775
H  -3.66166  -1.59794  0.34433  0.409
H  -4.84944  -1.47588  -1.01158  0.258
H  -3.67576  -2.84081  -0.97992  0.314
H  -2.13615  -1.47404  -5.13573  0.412
H  -1.38812  0.11795  -5.34239  0.289
H  -0.36895  -1.28235  -4.98638  0.276
H  0.70639  -1.51579  0.17011  0.266
H  3.26974  -2.26745  -2.91935  0.302
H  4.68785  -0.97267  0.73003  0.305
H  0.00017  -0.54799  1.98568  0.373
H  0.02782  0.41536  4.21781  0.273


Record 7
C12H19BO | ωB97M-V/def2-TZVPD

Summary:
DFT total energy	-568.6775	Ha
relative energy (zero: lowest compared OMol25 entry of this formula, charge and spin)	2.458	eV
HOMO energy	-0.2839	Ha

Last column: Mulliken charge in e.
Geometry (Å):
B  0.12471  0.26194  -0.04170  0.558
C  -4.00829  1.34692  -0.23619  -0.316
C  -3.30227  1.81081  0.86845  -0.766
C  -3.50913  0.59190  -1.24424  -0.559
C  -1.98063  1.33332  0.88366  -0.148
C  -2.16276  0.24916  -1.21121  -0.213
C  -1.38066  0.66614  -0.16196  0.242
C  -0.74986  -2.21900  1.36615  -1.488
C  0.21006  -2.48619  -0.91077  -1.321
C  3.18374  1.71131  -1.14241  -1.442
C  3.25760  0.65664  1.12287  -1.211
C  0.38184  -1.78106  0.40668  0.277
C  2.63268  0.65783  -0.22158  0.736
O  1.24642  0.94556  -0.25358  -0.533
H  -5.02882  1.58022  -0.28821  0.397
H  -3.80653  2.09116  1.82260  0.291
H  -4.10735  0.09986  -2.04933  0.307
H  -1.39574  1.57206  1.78831  0.266
H  -1.86310  -0.33167  -2.06370  0.357
H  -1.62911  -1.78916  0.96532  0.312
H  -0.66050  -1.78387  2.34506  0.370
H  -0.79323  -3.33332  1.45178  0.355
H  -0.83628  -2.80748  -1.19773  0.273
H  0.57058  -1.79891  -1.73283  0.279
H  0.78458  -3.36527  -1.00610  0.434
H  3.22629  2.73622  -0.67255  0.280
H  4.27842  1.42771  -1.36517  0.355
H  2.73166  1.84982  -2.09757  0.401
H  4.34040  0.40968  1.27578  0.381
H  2.69879  -0.06051  1.80607  0.245
H  3.37534  1.76225  1.60285  0.250
H  1.39519  -1.69261  0.83562  0.375
H  2.77599  -0.31147  -0.64438  0.254


Record 8
C4H8NO | ωB97M-V/def2-TZVPD

Summary:
SMILES	C[NH2+][C@@]12C[C@@H]1O2
charge	+1
DFT total energy	-286.7801	Ha
relative energy (zero: lowest compared OMol25 entry of this formula, charge and spin)	4.419	eV
HOMO energy	-0.5205	Ha

Last column: Mulliken charge in e.
Geometry (Å):
C  -0.54896  -1.00026  1.53026  -0.800
N  -0.11041  0.36838  1.02430  -0.134
C  0.33684  0.16433  -0.38878  0.451
C  -0.09193  -0.13735  -1.77237  -0.364
C  0.83190  0.97489  -1.40855  -0.444
O  1.74445  0.17813  -0.66948  -0.429
H  0.14769  -1.79229  1.87555  0.309
H  -1.32071  -0.68923  2.29972  0.341
H  -1.14033  -1.33333  0.73720  0.390
H  0.66693  0.87935  1.51127  0.419
H  -0.80042  1.02819  1.31079  0.412
H  -1.10535  0.19776  -2.18128  0.229
H  0.35370  -0.90632  -2.27015  0.254
H  1.03661  2.06775  -1.59849  0.367


no.,HOMO-LUMO gap (Ha)
1,0.330
2,0.338
3,0.317
4,0.264
5,0.363
6,0.247
7,0.310
8,0.383